<i>
6
Properties=species:S:1:pos:R:3 method="wB97M-V/def2-TZVPD" orbital_gap_ev=9.80 smiles="O[PH2]=S" charge=0
O -1.05159 -0.37944 0.82266
P 0.46734 0.25995 -0.12026
S 0.15213 1.65926 -1.34672
H -1.49109 -1.10889 0.30084
H 0.89637 -0.89846 -0.87478
H 1.02684 0.46757 1.21825

<ii>
6
Properties=species:S:1:pos:R:3 method="wB97M-V/def2-TZVPD" orbital_gap_ev=10.66 smiles="O=[PH2]S" charge=0
O 0.74558 1.15994 0.06574
P 0.35217 -0.25078 0.10661
S -1.67363 -0.01259 0.05779
H 1.10234 -0.99007 1.17072
H 0.61021 -1.05134 -1.19805
H -1.13667 1.14485 -0.20282

<iii>
6
Properties=species:S:1:pos:R:3 method="wB97M-V/def2-TZVPD" orbital_gap_ev=9.66 smiles=OPS charge=0
O 0.32491 1.10416 -0.19849
P -0.70644 -0.19241 -0.54388
S 0.53336 -1.52520 0.70760
H 0.11170 2.09736 -0.45292
H -1.77686 0.08187 0.61157
H 1.51333 -1.56577 -0.12387

Most stable: <iii>